{
  "formula": "C16H30Br3ClFN3O10S2",
  "method": "the ωB97M-V functional and the def2-TZVPD basis",
  "total_energy_ev": -289054.37847,
  "total_charge": 0,
  "spin_multiplicity": 1,
  "gap_ha": 0.1489,
  "symbols": ["C", "C", "F", "C", "C", "C", "C", "C", "N", "N", "H", "H", "H", "H", "H", "H", "H", "H", "H", "H", "C", "Br", "Br", "Br", "H", "C", "S", "O", "C", "H", "H", "H", "H", "H", "H", "C", "N", "O", "O", "H", "H", "H", "C", "C", "O", "S", "O", "O", "O", "H", "H", "H", "H", "C", "O", "C", "O", "O", "C", "H", "H", "H", "H", "H", "H", "Cl"],
  "xyz": [[-0.71567, -2.78854, 1.77864], [-0.92351, -4.26513, 1.45256], [0.27097, -4.86451, 1.12695], [-1.97584, -4.58288, 0.38087], [-3.30506, -4.06097, 0.78298], [-4.14459, -4.70212, 1.70270], [-5.31091, -4.04975, 2.00280], [-5.65542, -2.84775, 1.37149], [-4.87116, -2.28597, 0.48157], [-3.73776, -2.92009, 0.25693], [-0.49800, -2.72640, 2.84233], [-1.62127, -2.21045, 1.60650], [0.09772, -2.36068, 1.20063], [-1.25807, -4.74646, 2.37700], [-1.75661, -4.17735, -0.60891], [-2.05867, -5.66955, 0.31849], [-3.85758, -5.64112, 2.15009], [-5.99777, -4.46082, 2.72973], [-6.58220, -2.34364, 1.59237], [-3.10975, -2.46283, -0.41253], [-6.30719, -7.60215, -0.40744], [-8.03507, -7.53238, 0.48776], [-5.56548, -5.81139, -0.61592], [-5.00654, -8.74389, 0.45389], [-6.48426, -7.98722, -1.40156], [-1.48527, 1.03949, -1.72198], [-0.62448, -0.41046, -2.33125], [-1.26225, -1.60662, -1.69728], [0.90400, -0.09983, -1.45108], [-2.49769, 1.03287, -2.12131], [-1.51986, 1.01376, -0.63200], [-0.97009, 1.93580, -2.06326], [0.71029, -0.04648, -0.38032], [1.33541, 0.83614, -1.80340], [1.58902, -0.92011, -1.65974], [4.75838, 2.45426, -0.13287], [3.32615, 2.41466, -0.53313], [3.03309, 2.81172, -1.64295], [2.53747, 1.98378, 0.28104], [5.33653, 2.85801, -0.95504], [4.83610, 3.08968, 0.74522], [5.06303, 1.43682, 0.09307], [-0.67861, 4.15933, -4.87502], [-1.72733, 5.24191, -4.72743], [-2.92575, 4.64872, -5.24516], [-2.92687, 3.07832, -4.93967], [-3.68511, 2.84223, -3.76352], [-3.16584, 2.38514, -6.14885], [-1.37220, 2.94306, -4.56097], [-0.31405, 4.09175, -5.90147], [0.16227, 4.29610, -4.20007], [-1.48356, 6.14235, -5.28337], [-1.89581, 5.49555, -3.67862], [6.57203, 2.54050, 3.94632], [6.64578, 3.79398, 3.26275], [7.19415, 4.77673, 3.98249], [7.60624, 4.67817, 5.10587], [7.20231, 5.87933, 3.23622], [7.76718, 7.02225, 3.88566], [6.11102, 1.83415, 3.26108], [7.56575, 2.18256, 4.20766], [5.95363, 2.62209, 4.83786], [8.80813, 6.84062, 4.14497], [7.19599, 7.27923, 4.77538], [7.71207, 7.84130, 3.17484], [-2.98158, -10.59488, -0.14058]],
  "forces_ev_per_a": [[0.0, -0.4, 0.1], [-0.4, 0.3, 0.5], [0.1, 0.1, -0.3], [0.0, 0.0, -0.3], [-0.2, -0.3, 0.5], [0.0, 0.9, 0.1], [-0.2, -0.2, 0.7], [0.5, -0.2, -0.1], [-0.2, 0.1, 0.2], [0.6, 0.0, -0.5], [0.2, 0.2, 0.0], [0.0, 0.1, -0.1], [0.0, 0.0, -0.1], [-0.1, -0.2, -0.1], [0.5, 0.0, 0.1], [0.0, 0.0, -0.2], [0.0, -0.1, 0.0], [0.0, -0.1, 0.0], [-0.1, 0.1, -0.1], [-0.1, 0.2, -0.1], [0.0, -0.2, 0.7], [0.0, 0.1, -0.1], [-0.5, -0.2, -0.8], [-0.2, 0.1, -0.7], [0.0, 0.1, 0.0], [-0.2, 0.0, 0.2], [0.0, 0.1, -0.2], [-0.3, -0.2, 0.4], [0.1, -0.1, 0.1], [0.0, 0.0, -0.1], [0.1, -0.1, 0.0], [0.0, 0.0, -0.1], [0.0, 0.0, 0.0], [0.0, 0.0, 0.0], [-0.1, 0.0, -0.1], [0.2, 0.1, -0.1], [0.1, 0.0, 0.0], [-0.1, 0.0, 0.0], [0.0, 0.0, 0.1], [-0.1, 0.0, 0.0], [0.0, -0.1, 0.1], [-0.1, 0.0, 0.1], [0.2, 0.1, -0.4], [0.1, 0.1, 0.4], [0.2, -0.2, -0.2], [0.3, 0.3, 0.0], [0.0, -0.3, 0.0], [-0.3, -0.1, 0.0], [-0.2, 0.2, 0.2], [0.0, 0.0, 0.0], [-0.1, -0.2, 0.1], [-0.2, -0.1, -0.2], [0.0, 0.0, 0.0], [-0.1, -0.2, 0.0], [-0.1, -0.1, -0.1], [0.0, 0.1, -0.1], [0.0, 0.0, 0.0], [0.0, 0.0, -0.1], [0.1, 0.2, 0.0], [0.0, 0.1, -0.1], [0.0, 0.1, 0.1], [0.1, 0.1, 0.1], [0.0, -0.1, 0.1], [0.1, -0.1, 0.1], [-0.1, -0.1, -0.1], [0.4, -0.2, 0.3]]
}